[1]
Density functional theory data (ωB97M-V with the def2-TZVPD basis set) for 3 unconnected molecules or ions with the total composition C17H19ClF16O5 in a non-equilibrium geometry.

Last column: natural (NBO) charge in e.
Cartesian coordinates (Å):
F1 1.284 -1.960 0.995  -0.3211
C1 0.371 -1.290 1.724  0.5194
F2 -0.622 -2.159 2.031  -0.3225
C2 -0.217 -0.107 0.949  0.5963
F3 -0.912 -0.542 -0.125  -0.3133
F4 -1.109 0.468 1.802  -0.3250
C3 0.741 1.023 0.525  -0.1346
O1 1.201 1.067 -0.820  -0.5096
C4 2.345 0.451 -1.261  0.8513
F5 3.082 -0.065 -0.256  -0.3200
F6 3.104 1.414 -1.835  -0.3298
C5 2.062 -0.581 -2.358  0.5036
F7 1.244 -1.548 -1.906  -0.3151
F8 3.234 -1.146 -2.729  -0.3216
H1 0.835 -0.951 2.655  0.1441
H2 0.133 1.922 0.602  0.2341
H3 1.555 1.153 1.237  0.2123
H4 1.602 -0.094 -3.219  0.1527
F9 6.721 2.834 2.559  -0.3218
C6 7.485 2.523 1.494  0.5200
F10 8.774 2.772 1.820  -0.3193
C7 7.124 3.365 0.266  0.5955
F11 7.399 4.666 0.498  -0.3094
F12 7.977 2.940 -0.708  -0.3272
C8 5.711 3.225 -0.330  -0.1349
O2 4.735 4.217 -0.034  -0.5087
C9 3.893 4.153 1.048  0.8510
F13 3.968 2.979 1.707  -0.3219
F14 2.629 4.247 0.569  -0.3277
C10 4.073 5.349 1.989  0.5033
F15 5.328 5.400 2.469  -0.3153
F16 3.219 5.209 3.030  -0.3227
H5 7.382 1.457 1.272  0.1416
H6 5.857 3.339 -1.402  0.2330
H7 5.311 2.220 -0.194  0.2120
H8 3.853 6.278 1.459  0.1522
C11 -3.047 -3.867 0.118  -0.6193
C12 -3.682 -2.632 -0.416  -0.0701
O3 -4.202 -2.892 -1.714  -0.5472
C13 -5.286 -2.047 -2.068  -0.0655
C14 -6.630 -2.581 -1.602  -0.2814
C15 -6.711 -4.079 -1.304  -0.0628
O4 -7.840 -4.178 -0.385  -0.5228
C16 -7.545 -3.172 0.502  0.7819
O5 -7.350 -3.316 1.694  -0.5121
C17 -7.392 -1.958 -0.402  -0.3314
Cl1 -6.724 -0.542 0.372  0.0017
H9 -2.247 -4.200 -0.520  0.2134
H10 -2.680 -3.677 1.114  0.2209
H11 -3.777 -4.659 0.184  0.2025
H12 -2.996 -1.797 -0.448  0.1794
H13 -4.490 -2.327 0.242  0.1621
H14 -5.277 -2.015 -3.142  0.1959
H15 -5.115 -1.051 -1.683  0.1914
H16 -7.310 -2.436 -2.433  0.2164
H17 -6.831 -4.693 -2.171  0.2117
H18 -5.864 -4.359 -0.700  0.1896
H19 -8.382 -1.749 -0.762  0.2447

As for the structure (SMILES): FC(F)C(F)(F)COC(F)(F)C(F)F.FC(F)C(F)(F)COC(F)(F)C(F)F.CCOC[C@H]1COC(=O)[C@H]1Cl. The calculation puts the HOMO-LUMO gap at 10.40 eV.

***

[2]
Density functional theory data (ωB97M-V with the def2-TZVPD basis set) for a single C17H19ClFN3O3S molecule in a non-equilibrium geometry.

Last column: natural (NBO) charge in e.
Cartesian coordinates (Å):
C1 2.867 1.867 -1.008  -0.4232
N1 2.373 1.009 0.045  -0.3964
C2 3.365 0.626 1.025  -0.2286
C3 4.421 -0.272 0.419  -0.1667
C4 4.146 -1.617 0.182  0.4831
F1 2.951 -2.103 0.566  -0.3299
C5 5.047 -2.481 -0.409  -0.3018
C6 6.285 -1.993 -0.788  -0.1733
C7 6.606 -0.666 -0.564  -0.2470
C8 5.680 0.179 0.031  -0.0034
Cl1 6.141 1.824 0.299  0.0134
C9 1.123 0.491 -0.037  0.4248
C10 0.550 -0.346 0.948  -0.3003
C11 -0.743 -0.775 0.780  -0.1099
C12 -1.453 -0.377 -0.347  -0.4586
S1 -3.134 -0.901 -0.552  2.3223
O1 -3.262 -2.283 -0.192  -0.9422
O2 -3.591 -0.493 -1.854  -0.9501
N2 -3.855 -0.005 0.682  -0.6724
C13 -4.077 1.387 0.343  -0.2586
C14 -5.383 1.568 -0.438  -0.0964
O3 -6.473 1.004 0.260  -0.5252
C15 -6.271 -0.376 0.481  -0.0897
C16 -5.010 -0.616 1.312  -0.2617
C17 -0.822 0.440 -1.264  0.1086
N3 0.417 0.861 -1.118  -0.5034
H1 3.381 2.722 -0.567  0.1983
H2 3.566 1.333 -1.658  0.1936
H3 2.023 2.206 -1.601  0.2559
H4 3.844 1.535 1.404  0.2239
H5 2.892 0.111 1.859  0.2256
H6 4.771 -3.511 -0.563  0.2351
H7 7.004 -2.648 -1.253  0.2251
H8 7.571 -0.280 -0.850  0.2317
H9 1.100 -0.663 1.817  0.2197
H10 -1.223 -1.421 1.498  0.2373
H11 -3.228 1.724 -0.253  0.2182
H12 -4.116 1.956 1.278  0.2059
H13 -5.617 2.627 -0.562  0.1938
H14 -5.276 1.091 -1.422  0.1935
H15 -7.160 -0.734 1.003  0.1965
H16 -6.169 -0.900 -0.481  0.1740
H17 -4.801 -1.682 1.398  0.2415
H18 -5.123 -0.174 2.308  0.2020
H19 -1.338 0.759 -2.158  0.2151

As for the structure (SMILES): CN(Cc1c(F)cccc1Cl)c1ccc(S(=O)(=O)N2CCOCC2)cn1. The calculation puts the HOMO-LUMO gap at 8.88 eV. The relative energy (zero: lowest compared OMol25 entry of this formula, charge and spin) is 117.3 kJ/mol.

***

[3]
Density functional theory data (ωB97M-V with the def2-TZVPD basis set) for a single C17H19ClN8O4S2 molecule in a non-equilibrium geometry.

Last column: natural (NBO) charge in e.
Cartesian coordinates (Å):
C1 2.059 2.350 -0.564  -0.6446
C2 2.777 1.081 -0.287  0.1278
N1 2.236 0.071 0.375  -0.2820
N2 3.151 -0.891 0.446  -0.1439
C3 2.852 -2.153 1.079  -0.1181
C4 2.315 -1.936 2.493  -0.6166
C5 1.833 -2.943 0.237  0.6846
O1 2.052 -4.062 -0.169  -0.6148
N3 0.693 -2.262 0.023  -0.6689
C6 -0.383 -2.797 -0.745  -0.1373
C7 -1.757 -2.497 -0.125  0.7074
O2 -2.338 -2.753 0.883  -0.5310
N4 -2.112 -1.709 -1.209  -0.4441
C8 -2.862 -0.553 -1.154  0.1330
C9 -4.003 -0.662 -0.181  0.7725
O3 -4.936 -1.394 -0.352  -0.5461
O4 -3.883 0.149 0.871  -0.6804
C10 -2.549 0.539 -1.874  -0.0642
C11 -3.171 1.848 -1.579  -0.4931
S1 -2.065 2.888 -0.504  0.2420
C12 -1.301 1.780 0.586  0.1717
N5 -1.020 0.497 0.486  -0.3509
N6 -0.368 0.175 1.591  -0.0680
N7 -0.222 1.171 2.358  -0.0546
N8 -0.796 2.219 1.772  -0.1987
C13 -0.818 3.532 2.336  -0.4189
C14 -1.430 0.515 -2.866  -0.5551
S2 0.046 -0.375 -2.233  0.2251
C15 -0.868 -1.915 -1.925  -0.1633
C16 4.295 -0.538 -0.168  -0.0484
C17 4.092 0.738 -0.652  -0.1628
Cl1 5.213 1.702 -1.518  0.0195
H1 1.951 2.931 0.352  0.2182
H2 2.617 2.937 -1.287  0.2326
H3 1.069 2.136 -0.961  0.2282
H4 3.775 -2.741 1.103  0.2337
H5 3.088 -1.496 3.120  0.2159
H6 2.014 -2.887 2.922  0.2243
H7 1.459 -1.266 2.470  0.2475
H8 0.608 -1.311 0.378  0.4713
H9 -0.155 -3.839 -0.982  0.2634
H10 -4.593 -0.029 1.510  0.5079
H11 -3.299 2.469 -2.465  0.2364
H12 -4.116 1.756 -1.047  0.2407
H13 -1.839 3.916 2.343  0.2245
H14 -0.193 4.206 1.748  0.2166
H15 -0.434 3.463 3.351  0.2433
H16 -1.084 1.523 -3.091  0.2410
H17 -1.728 0.025 -3.794  0.2334
H18 -1.019 -2.429 -2.878  0.2146
H19 5.148 -1.181 -0.223  0.2288

As for the structure (SMILES): Cc1nn([C@@H](C)C(=O)N[C@H]2C(=O)N3C(C(=O)O)=C(CSc4nnnn4C)CS[C@@H]23)cc1Cl. The calculation puts the HOMO-LUMO gap at 8.93 eV.

***

[4]
Density functional theory data (ωB97M-V with the def2-TZVPD basis set) for a single C17H19ClO7 molecule in a non-equilibrium geometry.

Last column: natural (NBO) charge in e.
Cartesian coordinates (Å):
C1 -3.569 -3.341 0.266  -0.3636
C2 -4.625 -2.444 0.237  -0.0780
C3 -6.106 -2.979 0.210  -0.6421
C4 -4.352 -0.927 0.391  0.7503
O1 -5.268 -0.184 -0.084  -0.6259
O2 -3.196 -0.557 0.775  -0.4728
C5 -2.977 0.831 0.628  -0.0913
C6 -1.510 1.243 1.099  -0.0898
O3 -0.478 0.852 0.150  -0.5010
C7 0.753 1.396 0.219  0.8129
O4 1.249 1.948 1.172  -0.5815
C8 1.589 1.135 -0.883  -0.1239
C9 2.499 0.021 -0.728  0.0348
C10 2.758 -0.771 0.574  -0.4609
C11 3.907 -0.131 1.420  0.0891
O5 3.744 1.277 1.589  -0.7357
C12 4.124 -0.759 2.819  -0.3404
Cl1 4.621 -2.530 2.569  -0.1163
C13 3.128 -0.446 -1.897  -0.1759
C14 3.144 0.358 -3.026  -0.2137
C15 2.569 1.588 -3.017  -0.1342
C16 1.620 1.944 -2.006  -0.1396
C17 0.737 3.099 -2.185  0.7620
O6 0.448 3.363 -3.297  -0.5595
O7 0.109 3.774 -1.131  -0.6821
H1 -2.561 -2.897 0.226  0.2087
H2 -3.696 -4.461 0.103  0.2117
H3 -6.107 -4.014 0.617  0.2204
H4 -6.684 -2.266 0.844  0.2324
H5 -6.527 -2.944 -0.860  0.2324
H6 -3.707 1.355 1.235  0.2097
H7 -3.146 1.089 -0.433  0.2125
H8 -1.374 0.744 2.029  0.2008
H9 -1.608 2.355 1.212  0.2107
H10 3.010 -1.808 0.343  0.2403
H11 1.915 -0.791 1.191  0.2078
H12 4.702 -0.241 0.752  0.1635
H13 2.901 1.549 1.191  0.4915
H14 3.180 -0.704 3.307  0.2113
H15 5.006 -0.217 3.389  0.2443
H16 3.816 -1.241 -1.685  0.2214
H17 3.739 0.087 -3.860  0.2241
H18 2.729 2.396 -3.780  0.2394
H19 -0.508 4.249 -1.683  0.4961

As for the structure (SMILES): C=C(C)C(=O)OCCOC(=O)c1c(C[C@@H](O)CCl)cccc1C(=O)O. The calculation puts the HOMO-LUMO gap at 9.48 eV. The relative energy (zero: lowest compared OMol25 entry of this formula, charge and spin) is 165.7 kJ/mol.